Here is an isolated ion of composition C12H17BIN2O4 and charge +1 from the Open Molecules 2025 dataset. Energies are from ωB97M-V/def2-TZVPD.

Geometry as XYZ:
```
37
Properties=species:S:1:pos:R:3
C 3.490 -1.535 0.400
C 2.307 -1.979 -0.519
B 1.883 -0.845 -1.504
O 2.130 -0.838 -2.833
C 1.094 0.460 -0.971
C 1.817 1.636 -0.819
O 3.114 1.602 -1.144
C 1.186 2.779 -0.340
O 1.964 3.927 -0.253
C 2.237 4.321 0.971
N 2.504 4.691 2.024
C -0.156 2.749 -0.004
I -1.148 4.414 0.713
C -0.835 1.559 -0.181
N -0.219 0.469 -0.660
C -0.967 -0.803 -0.897
C -2.460 -0.780 -0.591
C -2.785 -1.225 0.827
O -4.157 -1.489 0.884
C -4.681 -1.449 2.205
H 4.394 -2.067 0.119
H 3.264 -1.738 1.442
H 3.700 -0.470 0.301
H 1.479 -2.296 0.117
H 2.592 -2.855 -1.105
H 2.938 -1.308 -3.070
H 3.515 2.480 -1.082
H -1.879 1.498 0.069
H -0.490 -1.568 -0.287
H -0.827 -1.041 -1.950
H -2.933 0.169 -0.835
H -2.917 -1.516 -1.254
H -2.232 -2.155 1.024
H -2.482 -0.488 1.583
H -5.674 -1.883 2.175
H -4.042 -2.015 2.887
H -4.725 -0.415 2.556
```

Values from the calculation:
LUMO	-0.1597	hartree
HOMO level	-12.806	eV
HOMO-LUMO gap	8.461	eV
E_tot	-1200.22458	hartree
charge	+1
F_max	0.85	eV Å⁻¹


Here is C12H17BN4O5PdS2 as an isolated structure from the Open Molecules 2025 dataset. Energies are from ωB97M-V/def2-TZVPD.

Geometry as XYZ:
```
42
Properties=species:S:1:pos:R:3
Pd -0.912 0.165 -0.610
O 3.509 0.952 0.289
C 2.236 1.003 -0.316
O 1.470 0.056 -0.074
C 2.441 1.504 -1.731
O 1.232 1.944 -2.292
C 0.713 3.108 -1.683
C 1.164 3.408 -0.257
O 1.041 4.557 0.151
O 1.628 2.428 0.442
H 3.330 0.432 1.085
H 3.213 2.286 -1.742
H 2.781 0.659 -2.331
H 0.945 3.988 -2.292
H -0.371 2.982 -1.626
C -1.281 2.301 2.453
N -1.348 0.875 2.262
C -0.958 -0.063 3.199
C -1.436 -1.251 2.780
N -2.152 -1.075 1.619
B -2.596 -2.271 0.706
N -1.385 -2.656 -0.228
C -0.298 -3.359 0.238
C 0.731 -3.211 -0.620
N 0.282 -2.384 -1.627
C 1.019 -2.017 -2.803
C -1.028 -2.021 -1.401
S -2.043 -1.346 -2.631
C -2.088 0.267 1.257
S -3.156 1.155 0.200
H -0.800 2.493 3.413
H -2.286 2.728 2.443
H -0.694 2.779 1.672
H -0.326 0.191 4.032
H -1.290 -2.234 3.194
H -3.561 -1.984 0.050
H -2.773 -3.234 1.454
H -0.334 -3.868 1.186
H 1.755 -3.534 -0.559
H 2.037 -2.391 -2.693
H 1.040 -0.931 -2.910
H 0.552 -2.431 -3.700
```

Values from the calculation:
LUMO	0.1914	hartree
HOMO level	0.131	eV
HOMO-LUMO gap	5.078	eV
E_tot	-2011.90050	hartree
energy relative to the best compared isomer or geometry (same formula, charge and spin)	13.1	kcal/mol
charge	-2
F_max	0.60	eV Å⁻¹


Here is C12H17Cl2F5O2Re as an isolated structure from the Open Molecules 2025 dataset. Energies are from ωB97M-V/def2-TZVPD.

Geometry as XYZ:
```
39
Properties=species:S:1:pos:R:3
C -0.155 0.999 -1.413
C -1.107 0.048 -0.824
C -0.360 -1.200 -0.572
C -2.543 0.117 -1.268
C 0.836 -1.126 -1.328
C 0.989 0.209 -1.888
C 1.961 0.668 -2.727
C -0.546 2.272 -2.062
C -0.862 -2.467 0.052
C 1.899 -2.158 -1.428
Re 0.283 0.701 0.591
Cl -3.677 -0.803 2.092
Cl -1.478 2.056 1.130
O 2.081 -0.178 0.818
H -3.025 1.032 -0.916
H -3.135 -0.696 -0.842
H -2.626 0.109 -2.377
H -1.644 -2.235 0.786
H -0.009 -2.967 0.527
H -1.259 -3.162 -0.703
H 1.738 -2.932 -0.663
H 2.890 -1.693 -1.284
H 1.911 -2.657 -2.414
H 2.786 0.019 -2.971
H 1.956 2.604 -0.235
H 1.887 1.646 -3.166
H -1.268 2.839 -1.446
H -1.015 1.939 -3.008
H 0.365 2.865 -2.270
H 2.586 0.139 1.650
O 1.464 2.491 0.627
H 0.969 3.365 0.730
F 1.117 0.785 3.217
C 0.105 -0.157 2.902
F 0.708 -1.383 2.782
C -0.797 -0.250 4.170
F 0.036 -0.171 5.265
F -1.657 0.773 4.244
F -1.403 -1.440 4.222
```

Values from the calculation:
LUMO (alpha / beta)	0.1767 / 0.1709	hartree
multiplicity	4
HOMO level (alpha / beta)	0.505 / -0.622	eV
HOMO-LUMO gap (alpha / beta)	4.304 / 5.272	eV
E_tot	-2115.87279	hartree
energy relative to the best compared isomer or geometry (same formula, charge and spin)	26.4	kcal/mol
charge	-2
F_max	4.54	eV Å⁻¹
expectation value of S²	3.795


Here is C12H17Cl2NNd as an isolated structure from the Open Molecules 2025 dataset. Energies are from ωB97M-V/def2-TZVPD.

Geometry as XYZ:
```
33
Properties=species:S:1:pos:R:3
Nd -2.063 -1.446 0.999
Cl -2.732 0.014 -0.945
Cl -0.621 -0.794 2.985
C -4.045 -1.829 2.035
H -4.259 -1.917 3.125
H -4.982 -2.352 1.714
C 1.730 -1.650 0.248
C 0.520 -2.083 0.009
H 2.131 -1.485 1.265
C -0.082 -2.163 -1.374
H -0.040 -2.695 0.753
C 1.022 -2.662 -2.363
H -0.995 -2.797 -1.424
H -0.397 -1.191 -1.800
C 2.288 -1.824 -2.280
H 1.207 -3.727 -2.120
H 0.646 -2.518 -3.387
C 2.728 -1.386 -0.846
H 3.130 -2.375 -2.718
H 2.183 -0.898 -2.871
H 3.613 -1.984 -0.543
H 3.025 -0.317 -0.907
C -0.220 4.817 1.178
C 0.456 3.856 1.944
C 0.241 2.493 1.644
N -0.591 2.108 0.683
C -1.199 3.012 -0.078
C -1.048 4.395 0.131
H -0.102 5.881 1.394
H 1.128 4.116 2.758
H 0.742 1.695 2.197
H -1.833 2.625 -0.877
H -1.581 5.082 -0.527
```

Values from the calculation:
LUMO (alpha / beta)	0.0978 / 0.0975	hartree
multiplicity	4
HOMO level (alpha / beta)	-1.608 / -1.665	eV
HOMO-LUMO gap (alpha / beta)	4.268 / 4.319	eV
E_tot	-2003.99054	hartree
charge	-1
F_max	2.72	eV Å⁻¹
expectation value of S²	3.768